11
Properties=species:S:1:pos:R:3 method="wB97M-V/def2-TZVPD" homo_ev=-25.983 total_energy_ev=-35103.199 total_charge=+5 orbital_gap_ev=6.77 spin_multiplicity=1
Ag 1.522 -1.704 -3.024
Ag -1.240 0.233 3.683
Ag 1.187 2.273 0.648
Ag -1.342 -2.516 1.268
Ag 2.711 1.489 -2.271
Ag -2.524 0.488 -2.491
Ag 1.881 -1.574 1.694
C -0.665 0.204 0.052
O -1.565 1.044 -0.027
O 0.416 0.370 -0.767
O -0.380 -0.307 1.236